Entry 1:
Below is C26H41BF17NO24S4Zr as an isolated structure at a distorted geometry, with properties calculated with wB97M-V/def2-TZVPD.

Structure (XYZ):
```
115
Properties=species:S:1:pos:R:3:forces:R:3
F 7.523 1.017 -26.200 -0.1 -0.2 -0.3
O 3.530 10.589 -22.168 -0.9 -2.2 1.9
C 7.554 10.869 -23.897 0.4 -0.5 0.1
B 2.069 6.515 -21.524 -1.3 -3.0 -0.1
O 6.486 14.674 -20.452 -0.1 0.1 -0.3
H 10.026 8.225 -22.284 0.2 -0.3 -0.7
S 3.690 0.828 -22.132 -0.5 -0.4 -0.7
O 10.657 6.211 -22.645 1.6 -0.4 -0.8
O 3.459 7.914 -16.870 -0.1 -1.4 0.7
H 1.017 9.021 -17.875 0.6 0.1 -0.4
O 6.991 2.403 -23.232 -0.1 -1.2 -0.1
O 8.577 13.445 -26.284 -1.0 -1.0 0.5
S 6.073 7.338 -22.110 -2.5 -3.9 -6.7
Zr 2.886 8.577 -21.454 -0.7 5.2 0.4
H 7.645 4.255 -22.620 0.1 0.0 0.2
C 6.763 3.111 -20.897 0.2 -0.4 -0.9
C 10.238 7.272 -21.797 -0.9 0.0 1.2
C 3.269 5.619 -17.635 0.3 -0.6 0.4
F 11.494 4.038 -23.742 -0.2 -0.1 -0.7
C 3.175 8.143 -25.029 -0.2 0.9 -0.1
C 2.049 11.290 -20.226 0.5 -0.6 -0.3
H 5.905 3.617 -20.462 0.1 0.0 0.3
H 3.483 4.090 -22.439 0.3 -0.2 0.3
H 1.918 6.855 -22.583 -0.6 1.0 -2.4
C 3.050 9.273 -16.999 -0.4 1.5 0.8
H 5.914 4.024 -22.598 0.1 0.1 -0.3
C 9.881 5.758 -23.606 -1.1 0.1 0.5
H 4.612 10.761 -27.152 -0.1 0.1 -0.3
O 8.762 6.129 -23.801 -0.2 0.1 -0.5
C 3.862 11.308 -26.585 -0.1 -0.6 0.9
F 5.049 6.336 -22.841 -0.7 0.1 0.5
S 6.151 8.869 -20.297 -2.2 2.0 5.0
H 3.556 9.806 -17.802 -0.1 -0.4 -0.2
C 6.288 16.020 -20.933 -1.2 0.8 -0.3
C 2.941 11.651 -21.447 -0.9 1.1 -1.1
H 2.817 3.444 -23.927 0.1 -0.1 -0.1
O 4.052 0.989 -20.754 -0.3 0.4 -0.8
O 6.276 13.328 -25.363 0.3 -0.3 0.1
F 2.766 6.859 -27.001 0.2 0.0 -0.4
C 11.280 7.462 -20.697 0.1 -0.9 -0.6
H 3.178 6.575 -21.403 2.6 0.1 0.8
O 4.055 -0.407 -22.781 -0.7 2.1 0.3
H 1.730 5.440 -21.325 -0.5 -1.1 0.1
H 6.639 16.770 -20.229 0.4 -0.3 0.2
F 2.285 5.424 -16.752 0.0 -0.2 -0.2
C 10.503 4.608 -24.441 0.0 0.4 -0.2
O 3.255 8.223 -23.825 0.0 0.1 1.3
O 7.662 11.274 -25.287 -0.2 1.1 -0.5
C 7.719 12.120 -23.032 -1.6 -0.8 0.5
C 1.552 9.441 -17.016 -1.6 -0.5 -0.7
C 6.286 14.494 -19.163 0.2 0.1 0.4
H 8.206 11.907 -22.082 0.9 0.3 -0.5
C 6.670 1.028 -25.176 0.4 1.2 0.5
H 9.299 6.921 -21.361 0.0 0.3 0.0
F 3.739 5.908 -25.306 0.1 -0.4 -0.1
H 6.589 10.406 -23.725 0.2 -0.2 -0.1
H 1.270 10.495 -17.026 0.3 0.1 0.1
H 3.353 9.748 -16.066 0.5 -0.3 -0.1
O 6.837 6.325 -21.450 0.5 2.2 0.8
H 8.391 10.185 -23.775 -0.3 -0.2 0.2
O 1.844 9.886 -20.093 1.5 -1.9 -2.4
H 2.513 11.638 -19.300 -0.1 0.2 0.1
H 2.928 11.466 -27.121 0.3 0.1 -0.5
H 4.302 12.253 -26.274 -0.1 0.0 0.0
F 4.992 12.699 -18.362 -0.4 -0.3 -0.5
O 2.090 1.149 -22.326 1.0 -1.2 0.3
H 0.953 2.834 -22.502 0.0 0.0 0.1
O 4.097 2.145 -23.027 0.3 -0.9 0.9
H 2.642 10.908 -24.859 -0.2 -0.5 0.1
N 4.918 8.176 -21.259 5.8 -0.3 1.4
C 6.710 2.455 -24.543 0.8 0.5 1.5
H 11.086 6.760 -19.886 -0.2 0.4 0.3
H 1.083 11.776 -20.378 -0.1 0.1 0.3
O 6.596 3.456 -25.177 -0.5 0.1 -0.5
F 10.958 5.132 -25.601 0.3 -0.3 0.6
C 6.219 12.987 -18.806 0.2 1.2 0.7
H 0.991 8.978 -16.200 0.7 0.1 0.5
F 6.561 12.243 -19.837 -0.1 -0.6 -0.1
O 6.623 8.051 -19.220 -0.2 -0.1 -1.5
O 3.405 7.486 -19.047 -0.2 0.3 -0.6
H 6.554 2.041 -20.939 0.0 0.0 0.4
H 4.305 15.383 -21.583 0.2 0.3 -0.8
H 2.098 2.797 -21.088 -0.6 -0.1 0.1
F 9.593 3.689 -24.791 0.4 0.3 0.6
F 7.068 0.106 -24.303 -0.5 -0.2 -0.3
F 1.639 6.444 -25.224 -0.3 -0.3 0.1
H 4.557 17.198 -21.651 0.0 -0.1 -0.2
F 2.996 4.976 -18.771 -0.3 0.2 0.2
H 7.668 3.286 -20.321 0.0 0.0 0.0
O 3.255 9.138 -25.840 -0.2 -0.4 -0.5
O 7.032 9.719 -21.001 0.2 -0.2 -0.8
F 5.186 9.840 -19.467 0.0 -0.1 -1.0
H 11.301 8.507 -20.405 0.1 -0.1 0.4
O 8.326 13.055 -23.883 -0.4 0.7 -0.9
H 1.507 7.230 -20.875 -1.4 1.7 2.1
S 7.632 12.872 -25.374 1.5 0.6 1.1
H 12.259 7.133 -21.049 0.1 0.5 -0.3
H 6.860 16.103 -21.851 -0.1 -0.2 -0.1
O 6.184 15.336 -18.320 -0.2 -0.1 0.0
H 3.594 12.498 -21.190 0.8 -0.6 0.3
C 3.513 10.474 -25.349 0.7 1.4 -0.2
H 6.723 12.425 -22.688 0.0 0.5 -0.4
C 3.104 3.185 -22.909 -0.6 -0.3 -0.7
F 7.032 12.751 -17.779 0.5 -0.2 -0.1
F 5.434 0.801 -25.633 0.3 -0.4 0.2
O 6.428 8.075 -23.303 0.9 -0.1 2.3
C 6.863 3.549 -22.356 -0.6 0.5 -0.8
C 2.840 6.796 -25.691 0.0 0.3 0.4
F 4.395 5.089 -17.161 0.1 0.2 0.3
C 1.930 2.540 -22.136 0.9 0.8 0.3
C 4.769 16.266 -21.137 0.4 -1.2 0.8
H 4.261 16.245 -20.170 0.3 0.6 0.2
H 2.307 12.191 -22.170 -0.4 -0.2 0.0
C 3.400 7.119 -17.897 0.1 1.1 -1.1
H 4.310 10.469 -24.606 0.0 -0.3 -0.1
```
Positions in Å, forces in eV/Å.

Values from the calculation:
highest occupied orbital energy: -9.87 eV
Kohn-Sham gap: 7.99 eV
calculated total energy: -169749.0086 eV
F_max: 8.2 eV/A
energy relative to the best compared isomer or geometry (same formula, charge and spin): 198.2 kJ/mol
lowest unoccupied orbital energy: -1.88 eV
net charge: 0

Atomic partial charges in e from the Mulliken method, atoms 1 to 99:
1. F -0.25
2. O -0.35
3. C 1.26
4. B 0.49
5. O -0.28
6. H -0.08
7. S 1.07
8. O -0.27
9. O -0.41
10. H 0.18
11. O -0.34
12. O -0.59
13. S 0.23
14. Zr 0.88
15. H -0.48
16. C -1.42
17. C 0.77
18. C 0.72
19. F -0.25
20. C 0.08
21. C -0.59
22. H 0.10
23. H -0.42
24. H -0.13
25. C 0.75
26. H -0.62
27. C 0.36
28. H 0.37
29. O -0.55
30. C -1.42
31. F -0.19
32. S 0.36
33. H -0.53
34. C -0.28
35. C -0.07
36. H 0.16
37. O -0.57
38. O -0.54
39. F -0.26
40. C -1.39
41. H 0.02
42. O -0.58
43. H -0.29
44. H 0.34
45. F -0.27
46. C 0.85
47. O 0.09
48. O -0.33
49. C -0.18
50. C -1.30
51. C 0.16
52. H 0.44
53. C 0.77
54. H -0.12
55. F -0.18
56. H -0.83
57. H 0.41
58. H 0.34
59. O -0.56
60. H -0.10
61. O -0.81
62. H 0.21
63. H 0.40
64. H 0.35
65. F -0.27
66. O -0.45
67. H 0.39
68. O -0.04
69. H 0.25
70. N 0.58
71. C 0.42
72. H 0.35
73. H 0.37
74. O -0.51
75. F -0.26
76. C 1.15
77. H 0.39
78. F -0.21
79. O -0.61
80. O 0.49
81. H 0.47
82. H 0.25
83. H 0.39
84. F -0.13
85. F -0.24
86. F -0.29
87. H 0.40
88. F -0.14
89. H 0.32
90. O -0.27
91. O -0.17
92. F -0.34
93. H 0.35
94. O -0.45
95. H 0.29
96. S 1.09
97. H 0.35
98. H 0.38
99. O -0.54



Entry 2:
Below is C26H41BrN6P2Sn as an isolated structure at a distorted geometry, with properties calculated with wB97M-V/def2-TZVPD.

Structure (XYZ):
```
77
Properties=species:S:1:pos:R:3:forces:R:3
H 1.575 0.659 -2.543 0.2 -0.1 0.0
C 4.602 0.235 0.455 0.5 0.0 0.0
H 4.693 -2.113 -0.843 -0.3 -0.1 -0.1
H -4.714 -3.921 -0.707 -0.1 0.1 -0.2
H 3.780 0.308 -3.803 -0.2 0.0 0.2
H -4.872 -2.410 -1.603 0.2 -0.1 0.0
N -0.246 -1.882 4.539 -0.4 2.2 -0.6
H 1.216 -0.774 6.139 0.2 0.4 0.0
C 1.129 3.640 -1.566 0.5 0.8 -0.5
C 2.618 -2.197 -0.142 -0.2 0.2 0.2
H 3.511 -2.640 -2.077 0.1 0.0 0.2
H 0.336 3.050 -3.525 0.3 0.2 0.2
H -3.716 -0.382 -2.041 0.1 0.2 -0.2
H -1.566 -4.636 -2.629 0.1 0.2 -0.1
N 0.257 -0.156 3.147 -1.1 -1.5 1.7
H 0.213 -2.795 -2.274 -0.3 0.0 -0.2
H -0.486 -4.342 -3.992 -0.2 -0.1 0.1
H -4.213 -0.036 1.731 0.1 0.5 0.2
C 3.683 0.238 -2.711 0.5 0.1 -0.3
H 2.528 3.574 -4.688 -0.1 0.3 0.7
H -2.390 -1.250 -4.710 -0.1 0.0 0.2
H -1.804 0.467 1.876 -1.3 1.4 -0.5
C -2.871 -2.884 -0.811 0.2 -0.1 0.4
P 2.020 -0.464 -0.475 1.0 -0.6 -0.7
C -2.864 3.307 0.236 -0.3 0.0 -0.2
C 3.353 4.572 -1.653 -0.2 -0.1 -0.2
C 1.171 3.492 -2.975 1.1 -0.2 0.4
H 4.443 -0.485 -2.394 -0.3 0.2 -0.1
N 0.305 -0.634 4.426 1.0 -1.8 -3.3
C -4.210 -3.263 -1.423 -0.4 -0.4 0.0
H -2.287 0.385 -2.739 -0.2 -0.2 0.1
C -1.283 -3.898 -3.386 0.0 -0.3 -0.4
C -1.974 2.258 0.498 -0.3 -0.4 0.5
C -0.835 -2.034 3.357 0.9 0.3 0.6
C -2.832 -0.570 -2.665 -0.1 0.5 0.3
H -0.508 -1.889 -3.601 0.1 -0.2 0.1
H -3.016 -2.500 0.214 -0.1 -0.1 -0.3
H 1.920 -1.021 -2.888 0.1 0.1 0.5
C -4.241 3.179 0.463 0.9 -0.6 0.2
P -1.814 -1.676 -1.660 0.3 -0.6 -0.4
H 2.149 4.516 0.170 0.0 -0.1 -0.4
H 5.049 0.176 -0.544 -0.2 0.0 0.4
H 2.865 -2.297 0.929 -0.1 0.2 -0.3
C 2.183 4.320 -0.905 0.5 -0.7 -0.8
N -0.537 -1.030 2.477 0.9 -0.6 3.3
H 4.686 -0.747 0.934 0.0 0.2 -0.1
H -3.892 -1.917 -4.032 0.2 0.1 0.1
C 3.772 -2.685 -1.013 0.3 -0.3 -0.1
C -3.833 0.914 1.350 0.8 0.7 0.0
C -0.739 -2.604 -2.799 0.4 0.1 -0.1
H 1.729 -2.832 -0.293 0.3 0.1 0.0
Br -6.585 1.611 1.056 0.8 0.2 0.0
H 4.014 -3.730 -0.779 -0.2 0.2 0.0
H -1.431 -2.920 3.194 0.0 0.2 -0.4
C 2.396 3.785 -3.610 0.1 0.1 0.3
Sn -0.582 -0.252 0.293 1.4 0.5 -2.1
C -3.238 -1.040 -4.052 -0.3 0.0 -0.3
H -2.233 -3.777 -0.722 -0.2 0.2 0.1
C -0.664 2.272 -0.152 1.3 3.3 -1.2
H -4.101 -3.833 -2.352 0.0 0.2 0.1
C 2.272 -0.158 -2.296 -0.4 0.0 0.0
H 3.057 1.713 -0.013 -0.1 -0.4 -0.1
N 1.417 -0.365 5.227 -0.6 -0.3 -0.1
H 1.679 0.613 5.216 -0.4 0.1 0.2
H 4.250 4.984 -1.156 -0.6 -0.2 -0.4
H -4.919 3.997 0.212 0.1 -0.4 0.2
C 3.149 0.699 0.411 -0.3 0.1 0.3
H -2.136 -3.740 -4.055 0.1 0.0 0.2
C -2.438 1.144 1.233 -1.4 -0.3 1.0
C -4.686 1.932 0.950 -1.1 0.2 -0.3
H 2.740 0.773 1.433 0.1 0.0 -0.2
H -3.810 -0.232 -4.516 0.1 -0.1 0.0
N 3.487 4.270 -2.967 -1.2 -0.1 0.6
H 5.225 0.933 1.027 -0.3 -0.1 0.0
H -2.413 4.197 -0.203 -0.5 -0.1 0.0
H 3.943 1.224 -2.311 0.0 -0.2 0.0
C 0.067 3.075 -0.821 -1.6 -2.9 1.8
```
Positions in Å, forces in eV/Å.

Values from the calculation:
highest occupied orbital energy: -12.25 eV
Kohn-Sham gap: 5.70 eV
calculated total energy: -130999.3373 eV
F_max: 3.8 eV/A
lowest unoccupied orbital energy: -6.55 eV
net charge: +2

The Mulliken scheme yields these atomic charges, measured in e:
1. H 0.17
2. C -1.31
3. H 0.26
4. H 0.43
5. H 0.45
6. H 0.30
7. N -0.59
8. H 0.32
9. C 0.74
10. C -0.60
11. H 0.28
12. H 0.50
13. H 0.43
14. H 0.29
15. N 0.00
16. H 0.16
17. H 0.43
18. H 0.51
19. C -1.52
20. H 0.38
21. H 0.32
22. H 0.52
23. C -0.59
24. P 0.21
25. C -0.84
26. C -0.36
27. C -0.36
28. H 0.26
29. N 0.69
30. C -1.34
31. H 0.37
32. C -1.37
33. C 0.72
34. C -0.49
35. C -0.59
36. H 0.42
37. H 0.37
38. H 0.36
39. C -0.55
40. P 0.72
41. H 0.47
42. H 0.22
43. H 0.56
44. C -0.38
45. N 0.04
46. H 0.31
47. H 0.28
48. C -1.35
49. C -0.37
50. C -0.32
51. H 0.45
52. Br -0.14
53. H 0.45
54. H 0.46
55. C -0.47
56. Sn 0.83
57. C -1.33
58. H 0.41
59. C -0.16
60. H 0.29
61. C 0.01
62. H -0.06
63. N -0.61
64. H 0.28
65. H 0.38
66. H 0.47
67. C -0.03
68. H 0.29
69. C -0.50
70. C -0.01
71. H 0.49
72. H 0.43
73. N -0.51
74. H 0.45
75. H 0.48
76. H 0.26
77. C -0.18